Run P
Here is a cluster of 2 separate species, C4H6Cl4 in total from OMol25. Energies are from ωB97M-V/def2-TZVPD.

Frontier orbital gap (spin up / spin down) ... 7.93 / 8.03 eV
Charge ... 0
E_HOMO (spin up / spin down) ... -0.3024 / -0.3077 Eh
Lowest unoccupied orbital energy (spin up / spin down) ... -0.011 / -0.013 hartree
M ... 195.9 g/mol

```
14
C4H6Cl4 (ωB97M-V/def2-TZVPD)
C -1.2362 -0.7945 0.3183
C 0.0011 -0.0362 -0.1343
C 1.1590 -0.1678 0.7855
C 3.3963 0.0538 -0.6395
Cl 0.5218 -0.7476 -1.7593
Cl 1.5077 -1.7157 1.2629
Cl 3.8444 1.6830 -0.3373
Cl 4.3129 -1.1783 0.1236
H -1.1571 -1.7868 0.0064
H -2.0677 -0.4430 -0.2536
H -1.2597 -0.8023 1.3166
H -0.3306 1.0443 -0.3859
H 1.7813 0.5599 1.3120
H 3.0320 -0.3098 -1.6858
```

---

Run Q
Here is a cluster of 2 separate species, C4H6Cl4 in total from OMol25. Energies are from ωB97M-V/def2-TZVPD.

Frontier orbital gap (spin up / spin down) ... 8.04 / 7.81 eV
Charge ... 0
E_HOMO (spin up / spin down) ... -0.3031 / -0.2987 Eh
Lowest unoccupied orbital energy (spin up / spin down) ... -0.008 / -0.012 hartree
M ... 195.9 g/mol

```
14
C4H6Cl4 (ωB97M-V/def2-TZVPD)
C 0.5182 0.9509 1.0494
C -0.2232 1.5293 -0.1391
C -1.4483 0.7877 -0.3827
C 0.7606 -2.8752 -0.6143
Cl -0.8172 3.1488 0.3920
Cl -1.9542 0.6020 -2.0103
Cl 1.1494 -1.8836 -1.8573
Cl 1.8433 -3.8903 0.1238
H -0.0592 0.9876 2.0291
H 1.4925 1.5109 1.2746
H 0.6305 -0.0938 0.9147
H 0.3854 1.6456 -0.9435
H -2.0145 0.3775 0.4422
H -0.2633 -2.7972 -0.2786
```

---

If you had to name the least stable structure above, which would it be? It would be run P.